Entry 1:
65
Properties=species:S:1:pos:R:3 method="wB97M-V/def2-TZVPD" e_lumo_ev=1.76 gap_ev=4.1 homo_ev=-2.39 charge=-1 multiplicity=1
Pd 0.06 0.67 -0.02
Se -2.81 -1.81 0.73
S 0.11 -0.16 4.54
S 4.70 -0.05 -0.04
Si -0.04 0.24 -4.99
N -1.87 0.54 2.73
N 0.33 0.42 2.06
N -1.73 1.32 0.24
N -1.10 -1.66 0.23
N -2.88 -3.55 0.32
N 2.13 0.11 0.14
N 2.86 -0.13 -2.07
C -1.50 3.75 0.13
C 3.96 -0.01 1.54
C -0.03 0.59 -3.18
C 1.67 0.75 -5.68
C -0.71 -2.85 -0.24
C -3.63 2.60 -0.27
C -0.04 3.73 0.45
C 2.60 0.08 1.44
C -0.05 -5.42 -1.05
C -0.26 -1.62 -5.35
C 0.88 -4.39 -1.16
C -1.32 -5.20 -0.57
C -4.25 3.83 -0.39
C 1.60 0.10 2.48
C -1.68 -3.91 -0.16
C -1.43 1.22 -5.87
C 0.57 -3.11 -0.76
C -0.59 0.30 2.97
C -0.05 0.79 -1.98
C -4.38 1.32 -0.47
C -2.18 4.95 0.03
C -3.54 5.01 -0.22
C -2.23 2.52 0.01
C 3.08 0.02 -0.74
C 1.69 -0.21 3.80
H 0.13 3.31 1.45
H 0.38 4.73 0.41
H 1.27 -2.29 -0.85
H -0.26 -1.82 -6.42
H 1.94 1.76 -5.36
H 4.57 -0.02 2.42
H -2.57 0.40 3.42
H 3.60 0.11 -2.70
H -2.40 0.86 -5.55
H 2.54 -0.51 4.38
H 0.49 3.10 -0.30
H -1.38 2.28 -5.62
H -2.05 0.76 1.67
H -4.05 5.96 -0.28
H -2.05 -6.00 -0.50
H -1.19 -1.99 -4.94
H -3.81 0.65 -1.11
H -5.35 1.50 -0.92
H 1.87 -4.60 -1.56
H -1.62 5.87 0.17
H -1.37 1.13 -6.95
H 0.23 -6.42 -1.35
H 2.44 0.08 -5.31
H 0.54 -2.19 -4.90
H 1.70 0.73 -6.76
H -5.31 3.87 -0.60
H 1.90 0.05 -2.38
H -4.51 0.81 0.49

***

Entry 2:
17
Properties=species:S:1:pos:R:3 method="wB97M-V/def2-TZVPD" e_lumo_ev=-3.07 gap_ev=12.7 homo_ev=-15.78 charge=+1 multiplicity=1
O -0.48 1.96 2.18
N -0.04 0.27 -0.35
C -1.19 -1.82 -0.67
C 0.25 -1.25 -0.68
C 1.33 0.88 -0.57
H -0.76 1.63 3.03
H -0.42 2.93 2.29
H -0.10 0.27 0.66
H 0.77 -1.17 -1.64
H -1.96 -1.27 -1.19
H -1.27 -2.87 -0.99
H 1.51 1.28 -1.57
H -0.85 0.72 -0.76
H 0.91 -1.61 0.10
H 1.42 1.72 0.12
H -1.31 -1.89 0.40
H 2.19 0.23 -0.35

***

Entry 3:
19
Properties=species:S:1:pos:R:3 method="wB97M-V/def2-TZVPD" s_squared=0.8124 e_lumo_ev="-13.79 / -13.85" gap_ev="6.6 / 7.5" homo_ev="-20.35 / -21.36" charge=+2 multiplicity=2
N -0.68 0.40 -1.26
N -0.50 -1.57 0.74
C 0.77 -2.14 1.20
C -1.19 -0.69 1.65
C 0.02 1.39 -1.94
C 0.88 2.23 -1.00
H 1.49 2.93 -1.54
H 0.73 -3.18 0.84
H -0.51 -1.11 -0.21
H -1.33 -1.17 2.62
H -0.64 2.05 -2.52
H 0.35 2.52 -0.11
H 1.68 -1.68 0.85
H -1.52 0.05 -1.73
H 1.76 1.66 -0.57
H -2.20 -0.38 1.37
H 0.78 0.85 -2.56
H -0.59 0.21 1.90
H 0.71 -2.37 2.27

***

Entry 4:
21
Properties=species:S:1:pos:R:3 method="wB97M-V/def2-TZVPD" s_squared=0.7633 e_lumo_ev="1.00 / -2.15" gap_ev="10.1 / 6.8" homo_ev="-9.05 / -8.92" multiplicity=2
O 2.93 -1.69 -0.21
N 0.71 -0.89 0.46
N -1.94 0.09 0.17
C 1.96 -1.98 0.54
C -2.78 1.01 1.08
C 1.58 0.60 -1.32
C -0.79 0.81 -0.51
C 0.31 -0.22 -0.78
H 1.45 -2.87 0.46
H -3.62 1.40 0.47
H -0.25 1.65 -0.03
H -0.01 -1.13 -1.42
H -3.11 0.30 1.96
H 1.81 1.43 -0.64
H 0.92 -0.11 1.06
H 2.28 -1.79 1.59
H -2.26 1.88 1.48
H 1.25 1.10 -2.24
H 2.38 -0.17 -1.52
H -1.46 -0.66 0.76
H -1.34 1.24 -1.36

***

Here are the calculated strongest force on any atom numbers, same order: 2.1 4.6 3.8 4.2 (eV Å⁻¹).
Here are the calculated energy relative to the best compared isomer or geometry (same formula, charge and spin) numbers, same order: 0.000 1.212 5.876 3.271 (eV).